{
  "formula": "C44H45BrF6N3O",
  "method": "ωB97M-V/def2-TZVPD",
  "largest_force_ha_per_bohr": 0.0433,
  "charge": 1,
  "total_energy_ev": -139216.46059,
  "elements": ["Br", "F", "F", "F", "F", "F", "F", "O", "N", "N", "N", "C", "C", "C", "C", "C", "C", "C", "C", "C", "C", "C", "C", "C", "C", "C", "C", "C", "C", "C", "C", "C", "C", "C", "C", "C", "C", "C", "C", "C", "C", "C", "C", "C", "C", "C", "C", "C", "C", "C", "C", "C", "C", "C", "C", "H", "H", "H", "H", "H", "H", "H", "H", "H", "H", "H", "H", "H", "H", "H", "H", "H", "H", "H", "H", "H", "H", "H", "H", "H", "H", "H", "H", "H", "H", "H", "H", "H", "H", "H", "H", "H", "H", "H", "H", "H", "H", "H", "H", "H"],
  "positions_angstrom": [[1.9548, 3.3800, 1.7639], [-2.0179, 4.3009, -2.7698], [1.5625, -3.5925, 1.6432], [-4.7741, -5.1424, 2.2403], [4.1867, 3.3945, -1.2605], [6.7286, -2.3855, 2.4365], [-9.1670, 1.7523, 2.5915], [-2.8696, 0.1203, 1.9518], [2.3404, 1.3369, -0.2607], [0.1915, 2.4271, -0.1831], [-2.2632, 0.1394, -0.3543], [0.6952, -4.5416, 1.2289], [-5.8742, -4.4074, 2.5006], [9.6772, -2.6674, -0.4076], [9.2229, -1.4195, -0.0010], [-0.6581, -4.3543, 1.4343], [-3.0289, 3.7608, -6.7172], [-3.4903, 3.4074, -4.3823], [3.5308, 0.7983, 0.4465], [-2.5571, 0.2715, 0.8408], [5.1316, 4.2285, -0.7575], [7.0500, 5.9336, 0.2461], [0.6760, 0.7171, 1.4895], [-8.1206, -2.8972, 3.0316], [-6.6992, -4.0327, 1.4563], [1.3347, 1.8451, 0.6186], [-8.1751, 1.3881, 1.7644], [-2.3506, 4.1233, -4.0702], [7.6958, -2.4788, 1.5043], [-8.3067, 1.6198, 0.4068], [-7.2791, -3.2782, 4.0698], [-1.5527, -5.3222, 1.0017], [6.4508, 4.9977, 1.0791], [1.1786, -5.6780, 0.6083], [-7.8326, -3.2764, 1.7257], [0.1028, -0.4137, 0.5279], [0.2819, -6.6523, 0.1863], [5.7217, 5.1506, -1.5993], [-0.8057, 0.1198, -0.6415], [6.6844, 6.0122, -1.0919], [8.1416, -3.7276, 1.1122], [-3.8333, 3.2301, -5.7163], [-0.3104, 1.4999, -1.2338], [-6.0209, 0.4080, 1.4296], [-1.5424, 4.6615, -5.0533], [-7.2782, 1.2464, -0.4475], [9.1351, -3.8211, 0.1465], [8.2220, -1.3226, 0.9572], [-6.1368, 0.6380, 0.0633], [3.6852, -0.7776, 0.2485], [-6.1501, -4.0428, 3.8050], [-1.0838, -6.4726, 0.3803], [-1.8826, 4.4739, -6.3865], [-7.0438, 0.7894, 2.2876], [5.4799, 4.1389, 0.5789], [-1.7816, -7.2309, 0.0465], [4.9978, 3.4115, 1.2194], [-3.2950, 3.6193, -7.7575], [-1.0079, -3.4555, 1.9286], [5.4285, 5.1916, -2.6411], [2.6789, 2.0827, -0.8723], [4.4524, 1.2401, -0.0009], [4.7565, -1.0514, 0.1397], [3.5334, 0.9765, 1.5435], [-4.7286, 2.6784, -5.9744], [7.8041, 6.6042, 0.6396], [-2.6157, -5.1797, 1.1504], [-0.6579, 5.2215, -4.7753], [-0.5620, 2.6658, 0.4754], [7.7131, -4.6150, 1.5609], [-0.6708, -0.5993, -1.4877], [-0.3465, -1.2567, 1.0995], [-5.1376, -0.0700, 1.8262], [6.7399, 4.9352, 2.1208], [3.2771, -1.2479, 1.1725], [-0.1095, 1.1208, 2.1700], [-5.4870, -4.3558, 4.6018], [9.6484, -0.5205, -0.4297], [-6.4537, -4.3312, 0.4446], [0.5011, 3.3260, -0.5878], [3.0526, -1.1237, -0.5983], [-5.3366, 0.3421, -0.6068], [-7.3669, 1.4284, -1.5116], [-6.9684, 0.6253, 3.3552], [-8.4907, -2.9824, 0.9174], [-1.2136, 1.9795, -1.6887], [-1.2546, 4.8845, -7.1672], [-9.2066, 2.0873, 0.0275], [1.4920, 0.2700, 2.0994], [-7.5019, -2.9796, 5.0868], [7.8498, -0.3582, 1.2809], [1.0124, -0.8429, 0.0388], [9.4873, -4.7939, -0.1733], [-4.1008, 2.9948, -3.5882], [2.2446, -5.7960, 0.4586], [-9.0032, -2.3040, 3.2394], [0.4163, 1.3517, -2.0599], [10.4554, -2.7427, -1.1575], [0.6481, -7.5507, -0.2946], [7.1493, 6.7444, -1.7399]],
  "atomic_forces_ev_per_a": [[-0.37, -0.32, -0.18], [0.14, -0.05, 0.30], [0.07, 0.16, 0.02], [0.10, -0.06, -0.03], [-0.23, -0.14, -0.14], [-0.10, 0.03, 0.05], [-0.04, 0.01, 0.03], [0.14, 0.91, -0.40], [-0.21, 1.05, 0.92], [0.61, 0.50, -0.27], [0.63, 1.27, 1.32], [-0.36, -0.46, -0.19], [-0.49, 0.34, 0.11], [0.06, -0.03, -0.07], [-0.04, -0.19, 0.01], [0.00, 0.32, 0.08], [0.00, 0.00, -0.07], [-0.10, -0.10, 0.27], [1.20, -1.80, -0.50], [-0.15, -1.86, -0.43], [0.68, 0.61, 0.41], [0.05, 0.05, 0.02], [0.19, -0.42, -0.47], [-0.07, 0.05, 0.00], [0.09, -0.07, -0.23], [-0.21, -1.22, 0.53], [0.35, -0.13, -0.28], [-0.21, -0.10, -0.76], [0.41, -0.04, -0.40], [-0.19, 0.10, -0.10], [-0.03, 0.00, -0.22], [0.04, -0.13, -0.10], [0.01, 0.06, -0.17], [0.26, -0.01, -0.03], [0.09, 0.00, 0.21], [1.13, 0.51, -0.33], [-0.18, 0.18, 0.09], [-0.18, -0.07, -0.29], [1.03, -0.49, -0.60], [-0.02, -0.10, 0.20], [-0.13, -0.20, 0.11], [0.18, 0.09, -0.05], [-1.74, -0.93, -1.01], [-0.23, 0.09, -0.19], [0.24, 0.11, 0.16], [0.10, -0.07, 0.19], [-0.02, 0.24, 0.01], [-0.13, 0.19, 0.08], [0.08, 0.00, -0.04], [-0.72, 0.75, 0.77], [0.20, -0.07, 0.17], [0.05, -0.06, -0.04], [-0.18, -0.12, 0.07], [0.01, -0.03, 0.23], [-0.17, -0.20, -0.03], [0.03, 0.05, 0.03], [0.02, 0.00, -0.04], [0.01, 0.01, 0.06], [0.01, -0.04, 0.05], [-0.01, -0.01, 0.03], [-0.18, -0.16, 0.13], [-0.92, 0.06, 0.44], [-0.83, 0.07, -0.03], [-0.12, 0.35, -0.78], [0.04, 0.02, 0.04], [-0.04, -0.04, -0.02], [0.06, 0.00, 0.04], [-0.04, 0.00, 0.01], [0.19, -0.05, -0.15], [-0.01, 0.05, 0.01], [-0.32, 0.58, 0.68], [0.04, 0.79, -0.38], [-0.14, -0.03, 0.08], [-0.04, -0.02, -0.04], [0.41, -0.06, -0.71], [0.68, -0.06, -0.42], [0.00, -0.01, -0.04], [-0.04, -0.03, 0.03], [0.00, -0.03, 0.04], [-0.20, -0.32, 0.01], [0.79, 0.21, 0.37], [-0.05, -0.01, 0.01], [-0.04, -0.01, 0.05], [-0.05, -0.01, -0.03], [0.06, -0.02, 0.02], [0.78, -0.21, 0.38], [-0.02, 0.01, 0.06], [0.02, 0.00, 0.05], [-0.73, 0.30, -0.22], [0.02, -0.05, -0.04], [0.02, -0.03, 0.05], [-0.85, 0.23, 0.34], [-0.03, 0.03, 0.05], [0.00, 0.05, 0.00], [-0.02, 0.02, 0.04], [0.04, -0.03, -0.01], [-0.14, 0.22, 1.00], [-0.04, 0.01, 0.05], [0.02, 0.06, 0.02], [-0.04, -0.06, 0.00]],
  "mulliken_charge": [-0.0338, -0.3373, -0.2815, -0.2999, -0.3002, -0.3365, -0.3258, -0.4349, -0.0059, 0.0028, -0.4366, 0.4778, 0.4107, -0.4574, -0.3614, -0.4810, -0.4869, -0.3713, -0.2852, 0.7895, 0.3912, -0.4834, -0.7715, -0.5931, -0.3740, -0.4327, 0.3699, 0.4107, 0.2764, -0.4700, -0.3728, -0.3300, -0.6806, -0.5399, -0.3666, -0.1257, -0.3052, -0.5795, -0.1185, -0.4742, -0.4510, -0.4005, -0.9380, -0.2968, -0.4619, -0.4304, -0.3580, -0.2950, -0.5176, -1.2208, -0.4942, -0.6245, -0.3738, -0.5988, 0.1148, 0.4095, 0.3838, 0.3801, 0.4515, 0.4136, 0.3943, 0.2487, 0.3483, 0.2988, 0.3627, 0.3840, 0.4334, 0.4041, 0.4684, 0.4160, 0.3644, 0.0488, 0.4954, 0.3783, 0.2713, 0.4831, 0.4320, 0.3605, 0.4292, 0.5039, 0.2878, 0.4691, 0.3956, 0.4462, 0.3976, 0.4010, 0.3671, 0.4427, 0.4123, 0.3922, 0.4720, 0.1280, 0.3641, 0.5095, 0.4323, 0.4308, 0.4333, 0.3720, 0.3741, 0.3790]
}

---

{
  "formula": "C44H45CdN10O3",
  "method": "ωB97M-V/def2-TZVPD",
  "largest_force_ha_per_bohr": 0.1284,
  "charge": 1,
  "total_energy_ev": -71945.96606,
  "elements": ["Cd", "O", "O", "O", "N", "N", "N", "N", "N", "N", "N", "N", "N", "N", "C", "C", "C", "C", "C", "C", "C", "C", "C", "C", "C", "C", "C", "C", "C", "C", "C", "C", "C", "C", "C", "C", "C", "C", "C", "C", "C", "C", "C", "C", "C", "C", "C", "C", "C", "C", "C", "C", "C", "C", "C", "C", "C", "C", "H", "H", "H", "H", "H", "H", "H", "H", "H", "H", "H", "H", "H", "H", "H", "H", "H", "H", "H", "H", "H", "H", "H", "H", "H", "H", "H", "H", "H", "H", "H", "H", "H", "H", "H", "H", "H", "H", "H", "H", "H", "H", "H", "H", "H"],
  "positions_angstrom": [[0.7750, 0.6810, 3.7432], [-0.8298, -0.5577, -0.9188], [1.3260, -0.6446, -1.1454], [0.5036, -0.0546, 0.6183], [-0.7684, 4.4199, -2.2294], [-1.8233, 2.8584, 3.0623], [-0.0264, -2.3939, -4.9196], [0.4315, -6.5367, 0.5548], [-1.1886, -1.8854, 4.5036], [0.3203, -0.4559, -0.4813], [5.4661, 3.8595, -3.9991], [-7.0937, 0.4760, -1.0565], [3.2982, 3.2399, 2.9106], [3.4295, -1.5337, 3.8785], [-2.4559, 3.1094, -3.4324], [5.0642, 4.7373, -6.2483], [5.7278, 4.7477, -5.0115], [-6.5069, -1.0493, 1.2051], [-2.7405, -4.2016, 5.3264], [-2.9020, 2.5189, 2.3127], [-2.5891, 5.1477, 2.9579], [-3.7132, 4.7391, 2.2054], [-1.6306, -4.2504, 4.5222], [3.9900, 2.7231, -5.5101], [4.5770, 2.8491, -4.2529], [-0.2417, -7.6958, 0.5753], [5.0524, -3.0047, 2.6384], [-2.9915, 5.3271, -2.4721], [-7.7629, 0.5823, 0.0961], [-7.5951, -0.1229, 1.2436], [5.4635, -3.5748, 3.8054], [-0.7273, -8.3261, -0.5777], [-1.1799, 3.2793, -2.9027], [-1.0605, -2.7678, -5.6930], [-3.0682, -2.9181, 5.7404], [-0.9540, -3.1197, 4.0599], [-5.7844, -1.2052, 0.0939], [-1.6962, 5.3784, -1.9374], [5.3750, 4.9336, 2.1260], [4.0166, -2.0183, 5.0563], [4.2402, 3.6580, -6.5047], [-0.6704, -7.6189, -1.7929], [-3.8350, 3.3684, 1.8951], [4.3936, 4.5768, 1.2670], [-6.0990, -0.5402, -1.0847], [-0.0880, -6.3148, -1.7915], [-1.7029, 4.1355, 3.4008], [1.0198, -3.3886, -6.5089], [-3.3456, 4.1705, -3.2335], [-2.3137, -1.8132, 5.3447], [3.4291, 3.7011, 1.7058], [5.2854, 4.5803, 3.4805], [1.1883, -2.5774, -5.3661], [4.2386, 3.6959, 3.7954], [0.4506, -5.8650, -0.5736], [4.1040, -1.9462, 2.7245], [-0.4033, -3.4174, -6.7752], [4.9729, -3.0883, 5.0331], [-1.3570, 6.2618, -1.4168], [-4.3331, 4.2529, -3.6629], [-0.1960, -3.3901, 3.3397], [4.2634, 3.3884, 4.8304], [-1.1823, -9.2876, -0.3908], [-1.1148, -8.1369, -2.6299], [-2.0787, -2.4994, -5.4528], [3.9790, -1.2481, 1.9100], [2.7267, 3.3038, 0.9881], [-3.2972, -5.1010, 5.5445], [-4.4985, 5.4032, 1.8759], [-0.9455, 4.5446, 4.0531], [-0.1841, -8.2503, 1.5003], [3.3073, 1.9097, -5.7071], [-5.5711, -0.7616, -2.0006], [-8.2882, -0.0367, 2.0674], [6.0089, 4.8367, 4.2402], [-4.7931, 3.1605, 1.4422], [5.1599, 5.4571, -7.0478], [1.0534, -4.9690, -0.5584], [5.3755, -3.5322, 5.9315], [0.1532, -5.8491, -2.7356], [6.3369, 5.6269, -4.8614], [2.0647, -2.3075, -4.7957], [-0.9245, -3.7745, -7.6511], [3.6028, -1.6263, 5.9736], [-8.6291, 1.2192, -0.0061], [4.4348, 2.1014, -3.4867], [-0.2965, 2.6936, -3.1099], [1.7393, -3.7305, -7.2382], [-6.3825, -1.6129, 2.1180], [6.1808, 5.5201, 1.7097], [-3.9064, -2.7953, 6.4103], [-4.9751, -1.9154, 0.1773], [-1.1979, -5.2132, 4.2940], [3.7634, 3.5850, -7.4710], [5.4757, -3.3632, 1.7117], [-2.2599, 6.1543, 3.1693], [6.2068, -4.3578, 3.7754], [-3.6821, 6.0995, -2.1673], [-2.7133, -0.8469, 5.6149], [4.4891, 4.7842, 0.2114], [-3.0416, 1.4981, 1.9890], [-2.6303, 2.1689, -3.9339], [-0.1944, -1.9712, -4.0178]],
  "atomic_forces_ev_per_a": [[-0.43, -0.53, -1.13], [0.07, -0.52, -0.31], [0.66, -0.77, -1.31], [1.15, 1.81, 6.24], [-1.60, -0.45, 0.06], [0.13, -0.27, 0.21], [-2.29, 2.63, 3.55], [-0.94, -0.40, 0.91], [-2.09, 0.03, 0.70], [-1.63, -0.33, -3.80], [-0.18, 0.15, -1.27], [2.50, -3.07, -0.30], [1.11, -0.09, 2.79], [3.37, -1.03, 0.25], [0.60, 0.67, 0.73], [0.10, -1.16, 0.42], [-1.69, -0.35, 0.25], [-3.24, 1.70, 2.78], [0.70, 0.80, -0.41], [1.59, -1.89, 0.34], [-0.39, -1.44, -0.83], [1.43, -0.04, 0.82], [0.28, -0.81, -0.14], [-0.18, -0.19, 0.24], [1.47, 1.59, -1.11], [1.14, -0.28, -0.95], [-1.27, 1.47, 0.09], [1.04, -1.82, 0.27], [-1.12, 0.88, -1.52], [1.85, -1.76, -0.11], [-0.37, 0.10, 1.37], [-0.10, 1.49, 0.78], [1.01, 3.03, 0.79], [1.74, -1.44, -2.18], [-0.11, 0.34, 0.13], [0.11, -0.56, 0.78], [1.41, -0.89, -1.55], [0.28, -1.51, -1.68], [0.94, 1.12, 0.95], [-0.49, -1.62, -2.26], [-0.28, 0.04, 0.25], [0.11, 0.40, 1.28], [-2.00, 3.58, 0.23], [0.18, -0.72, -0.81], [-2.10, 2.69, 1.24], [0.00, -2.22, 0.41], [-1.12, 1.17, -0.69], [-1.18, 1.29, -0.61], [-0.08, 1.39, 0.65], [0.91, -0.64, -1.05], [-1.26, -0.30, -1.80], [-1.15, -1.26, -1.01], [1.53, -2.75, -2.00], [0.59, 0.74, -0.06], [0.32, -0.01, -1.47], [-0.37, 0.38, 1.35], [-0.36, 0.58, 1.22], [-0.64, 1.27, -0.63], [0.16, -0.05, 0.27], [-0.14, -0.70, -0.15], [0.52, 0.88, -0.05], [-0.72, -0.48, 0.04], [-0.07, -0.15, -0.67], [0.27, 0.44, -0.52], [0.16, -0.24, -0.08], [-0.60, -0.51, -0.53], [-0.22, 0.07, -0.20], [-0.02, 0.11, 0.38], [0.17, 0.28, 0.01], [0.64, -0.83, 0.06], [-0.28, 0.03, 0.24], [-0.01, -0.14, 0.02], [-0.13, 0.35, -0.15], [0.17, 0.04, 0.09], [0.01, 0.12, -0.11], [0.34, -0.95, -0.41], [0.49, 0.33, 0.32], [-0.10, 0.33, -0.08], [-0.19, 0.30, 0.26], [-0.35, 0.44, 0.08], [0.49, -0.28, 0.75], [-0.15, -0.02, -0.08], [0.27, -0.24, 0.03], [0.05, -0.11, 0.11], [-0.02, 0.52, 0.22], [-0.11, 0.15, 0.21], [-0.44, -0.82, -0.06], [0.20, 0.04, 0.32], [0.56, -0.30, -0.09], [0.26, 0.14, 0.35], [-0.13, 0.38, -0.08], [0.18, -0.13, -0.59], [-0.14, -0.07, -0.58], [-0.13, -0.16, -0.03], [-0.16, 0.45, -0.25], [-0.62, 0.21, 0.07], [-0.03, -0.14, 0.19], [-0.27, 0.01, -0.52], [0.58, 0.27, 0.12], [-0.24, 0.20, -0.02], [0.53, -0.38, 0.34], [-0.55, 0.23, -0.27], [0.08, 0.19, -0.05]],
  "mulliken_charge": [1.3706, -0.5781, -0.5644, -0.5812, -0.5106, -0.1781, 0.1027, -0.5534, -0.1722, 1.0013, -0.5119, -0.5400, -0.2289, -0.1274, -0.5609, -0.2780, -0.2252, -0.2056, -0.2313, -0.4188, -0.5067, -0.2168, -0.4226, -0.3772, -0.2269, -0.1680, -0.4950, -0.3655, -0.1871, -0.3807, -0.0547, -0.3312, -0.2301, -0.3727, -0.4305, -0.2511, -0.2907, -0.2133, -0.1702, -0.3649, -0.2441, -0.2375, -0.4310, -0.5611, -0.3778, -0.5642, -0.1172, -0.5909, -0.2379, -0.3600, -0.2533, -0.4514, -0.4332, -0.1906, -0.1521, -0.3962, -0.4456, -0.4218, 0.4015, 0.3835, 0.4187, 0.3060, 0.3571, 0.3780, 0.4075, 0.4641, 0.4606, 0.4371, 0.4209, 0.3001, 0.3543, 0.3953, 0.4150, 0.4051, 0.3735, 0.4198, 0.3475, 0.4742, 0.3551, 0.4421, 0.3315, 0.4212, 0.3823, 0.3619, 0.3933, 0.4284, 0.5191, 0.3982, 0.4021, 0.3735, 0.3740, 0.3698, 0.3730, 0.3630, 0.3868, 0.3773, 0.3802, 0.3879, 0.3471, 0.4087, 0.4462, 0.4278, 0.1427]
}